1.
C4H13N | ωB97M-V with the def2-TZVPD basis set

Structure (ORCA input):
```
! RIJCOSX wB97M-V def2-TZVPD def2/J DEFGRID3
* xyz 0 1
H 1.031 -0.018 -0.150
H 2.738 0.822 -1.558
H 2.011 -1.385 -0.317
C -1.579 1.003 0.339
H 2.651 1.632 -0.005
C -2.451 -1.276 0.184
H 3.949 0.502 -0.417
C 2.136 -0.342 0.106
H -3.392 -0.765 -0.063
H -2.425 -2.211 -0.340
H -1.015 -0.339 -1.174
H -2.200 1.637 -0.212
H 2.238 -0.509 1.236
C 2.922 0.711 -0.514
H -2.193 0.889 1.261
N -1.323 -0.309 -0.237
H -0.663 1.492 0.570
H -2.436 -1.534 1.291
*
```

Properties
SMILES: CNC.CC
Kohn-Sham gap, eV: 9.563
LUMO energy, eV: 1.093

Formally, the Löwdin partial charges of the atoms, in units of the elementary charge, are as follows:
1. H 0.059
2. H 0.062
3. H 0.076
4. C -0.157
5. H 0.074
6. C -0.110
7. H 0.047
8. C -0.218
9. H 0.063
10. H 0.049
11. H 0.072
12. H 0.046
13. H 0.091
14. C -0.207
15. H 0.087
16. N -0.175
17. H 0.052
18. H 0.089

2.
C2H4O3P | ωB97M-V with the def2-TZVPD basis set

Structure (ORCA input):
```
! RIJCOSX wB97M-V def2-TZVPD def2/J DEFGRID3
* xyz -1 1
P -1.616 -0.055 -0.147
H 1.223 -0.174 1.404
C 1.383 -0.339 0.378
O -2.250 0.032 1.199
H 2.514 -0.172 0.069
O -1.817 -1.315 -0.909
C 0.510 0.656 -0.199
H 1.021 -1.252 0.077
H -1.720 0.995 -0.998
O 0.751 1.624 -0.875
*
```

Properties
SMILES: CC(=O)[P@@H](=O)[O-]
Kohn-Sham gap, eV: 7.735
LUMO energy, eV: 4.135

Formally, the Löwdin partial charges of the atoms, in units of the elementary charge, are as follows:
1. P 0.367
2. H 0.062
3. C -0.107
4. O -0.463
5. H 0.113
6. O -0.460
7. C -0.482
8. H 0.035
9. H -0.032
10. O -0.032

3.
C29H31NP2S4Ti | ωB97M-V with the def2-TZVPD basis set

Structure (ORCA input):
```
! RIJCOSX wB97M-V def2-TZVPD def2/J DEFGRID3
* xyz 1 2
C -2.274 -5.452 0.618
C 3.064 0.378 -0.641
H 0.866 3.580 -0.759
C 2.901 -1.425 4.840
C 2.199 0.306 2.815
H 3.298 -2.596 -3.015
H -2.298 3.686 2.060
H 4.179 1.122 3.026
C -1.053 -4.808 0.730
C 2.219 -1.622 -1.448
C 0.890 3.081 -1.729
H 4.997 -0.768 -3.160
C -0.925 -3.500 0.284
H -3.702 0.078 1.188
C -3.351 -4.780 0.056
H -2.947 0.541 2.729
C 4.189 -0.719 -2.442
H -1.740 2.604 -3.944
C 3.245 -1.728 -2.374
H -4.004 3.546 -4.026
C 4.112 0.335 -1.545
C 3.829 -0.503 4.373
H -4.459 2.898 0.167
H 1.279 0.421 -3.297
P -1.863 1.597 0.874
H -0.201 -5.312 1.168
C 3.471 0.377 3.365
S 0.632 -2.677 0.433
C 1.621 -1.463 4.315
H 0.340 -2.546 -1.943
H -4.055 1.663 1.926
C 1.202 -2.716 -1.293
H 0.509 3.771 -2.483
H -4.066 -2.958 -0.823
C 3.043 1.472 0.399
C -4.360 3.286 -1.927
H -1.036 2.701 2.833
H -4.308 -5.277 -0.032
H 3.047 2.451 -0.079
H -0.429 -0.011 -3.510
C -3.849 2.829 -0.724
H 0.897 -2.171 4.695
C -2.324 2.664 -3.034
H 4.869 1.108 -1.528
C -3.600 3.199 -3.085
N 2.101 -0.556 -0.635
C -2.002 -2.808 -0.275
C -1.429 3.052 1.878
H 4.821 -0.459 4.801
S -1.843 -1.151 -0.854
C -2.572 2.276 -0.661
Ti 0.045 -0.170 0.310
C 0.260 0.813 -3.323
H -2.386 -6.469 0.968
H 3.969 1.415 0.970
C 1.243 -0.591 3.294
H 1.652 -3.678 -1.536
H 0.195 1.534 -4.138
H -0.659 3.647 1.386
H -5.357 3.706 -1.964
S 1.650 1.443 1.547
C -3.220 -3.474 -0.389
C -3.288 0.906 1.761
H 3.174 -2.113 5.629
P -0.112 1.550 -1.699
S -0.416 -0.574 2.689
C -1.805 2.200 -1.829
H 1.922 2.836 -1.982
*
```

Properties
Kohn-Sham gap (alpha / beta), eV: 7.192 / 7.145
LUMO energy (alpha / beta), eV: -2.772 / -2.845

Formally, the Löwdin partial charges of the atoms, in units of the elementary charge, are as follows:
1. C -0.072
2. C -0.309
3. H 0.040
4. C -0.066
5. C -0.503
6. H 0.129
7. H 0.056
8. H 0.105
9. C -0.087
10. C -0.323
11. C -0.226
12. H 0.123
13. C -0.527
14. H 0.041
15. C -0.065
16. H 0.020
17. C -0.017
18. H 0.102
19. C 0.001
20. H 0.113
21. C -0.002
22. C -0.073
23. H 0.104
24. H 0.034
25. P 0.763
26. H 0.110
27. C -0.092
28. S 0.946
29. C -0.097
30. H 0.081
31. H 0.046
32. C -0.342
33. H 0.059
34. H 0.106
35. C -0.361
36. C -0.054
37. H 0.044
38. H 0.111
39. H 0.077
40. H 0.047
41. C -0.066
42. H 0.110
43. C -0.073
44. H 0.130
45. C -0.056
46. N 0.007
47. C -0.632
48. C -0.249
49. H 0.109
50. S 0.637
51. C -0.377
52. Ti 0.027
53. C -0.234
54. H 0.109
55. H 0.086
56. C -0.662
57. H 0.102
58. H 0.049
59. H 0.032
60. H 0.114
61. S 0.943
62. C -0.101
63. C -0.259
64. H 0.111
65. P 0.842
66. S 0.609
67. C -0.390
68. H 0.039

4.
C6H14N2O | ωB97M-V with the def2-TZVPD basis set

Structure (ORCA input):
```
! RIJCOSX wB97M-V def2-TZVPD def2/J DEFGRID3
* xyz 0 1
N 1.648 1.631 -0.685
H -2.124 -1.136 1.205
H 0.407 -0.493 -0.447
C -1.608 -1.529 0.332
C 2.075 0.531 -1.154
C 0.612 2.335 -1.371
O -2.312 -0.619 -1.985
H -0.290 2.290 -0.756
H 0.114 1.287 3.198
C 0.554 1.194 2.217
H 2.906 0.055 -0.650
C -1.274 -2.998 0.399
H 0.365 1.930 -2.360
H -0.513 -3.185 1.156
N -0.639 -0.581 -0.260
H 1.332 0.442 2.261
H 1.875 0.206 -2.184
H -0.216 0.871 1.512
H 0.975 2.143 1.897
C -1.728 -0.838 -0.970
H -0.911 -3.355 -0.562
H -2.163 -3.565 0.665
H 0.914 3.382 -1.457
*
```

Properties
SMILES: C[C@H]1NC1=O.C=NC.C
Kohn-Sham gap, eV: 10.161
LUMO energy, eV: 0.724

Formally, the Löwdin partial charges of the atoms, in units of the elementary charge, are as follows:
1. N -0.082
2. H 0.129
3. H 0.116
4. C -0.220
5. C -0.103
6. C -0.144
7. O 0.101
8. H 0.077
9. H 0.010
10. C -0.057
11. H 0.071
12. C -0.051
13. H 0.079
14. H 0.075
15. N 0.132
16. H 0.017
17. H 0.086
18. H -0.012
19. H 0.013
20. C -0.478
21. H 0.081
22. H 0.077
23. H 0.082

5.
C6H11NSi | ωB97M-V with the def2-TZVPD basis set

Structure (ORCA input):
```
! RIJCOSX wB97M-V def2-TZVPD def2/J DEFGRID3
* xyz 0 1
C -2.033 -1.199 0.988
H -4.025 -2.137 0.683
H 1.925 1.182 1.217
N -0.146 -0.590 2.418
C -0.692 -0.401 1.296
H 2.710 -0.355 0.479
H -0.914 1.865 -1.862
H 0.691 2.466 -1.215
C 0.182 -1.109 -1.395
C -3.061 -1.809 0.870
H 0.320 -2.074 -0.833
H 0.997 -0.963 -2.095
C 2.102 0.508 0.362
Si 0.295 0.405 -0.177
H 2.678 1.089 -0.285
H -0.822 2.487 -0.166
H -0.725 -1.204 -1.949
C -0.293 2.005 -0.987
H 0.813 -0.167 2.651
*
```

Properties
SMILES: [H]/N=C(/C#C)[Si](C)(C)C
Kohn-Sham gap, eV: 9.892
LUMO energy, eV: 0.699

Formally, the Löwdin partial charges of the atoms, in units of the elementary charge, are as follows:
1. C -0.090
2. H 0.006
3. H 0.034
4. N 0.067
5. C -0.410
6. H 0.032
7. H 0.028
8. H 0.036
9. C -0.193
10. C 0.091
11. H 0.049
12. H 0.013
13. C -0.179
14. Si 0.583
15. H 0.002
16. H 0.024
17. H 0.005
18. C -0.169
19. H 0.072